Entry 1:
{"formula": "CH4O3S2", "method": "wB97M-V/def2-TZVPD", "homo_ev": [-9.127, -10.209], "total_charge": 0, "lumo_ev": [-3.29, -0.41], "multiplicity": 1, "elements": ["C", "O", "O", "O", "S", "S", "H", "H", "H", "H"], "positions_angstrom": [[2.28, -0.20, 0.00], [-0.77, 2.26, 0.75], [-0.76, 0.78, -1.21], [-1.93, -0.18, 0.89], [-2.19, -1.57, 0.18], [-0.50, 0.96, 0.19], [1.72, 0.46, -0.67], [2.54, 0.28, 0.96], [2.05, -1.36, 0.04], [-2.43, -1.44, -1.12]], "nbo_charge": [-0.498, -0.867, -0.919, -0.754, 0.630, 1.803, 0.164, 0.171, 0.183, 0.087]}

Entry 2:
{"formula": "C5H12N2", "method": "wB97M-V/def2-TZVPD", "homo_ev": -8.670, "total_charge": 0, "lumo_ev": 1.07, "smiles": "NC[C@@H]1CCCN1", "multiplicity": 1, "elements": ["N", "C", "C", "C", "C", "C", "N", "H", "H", "H", "H", "H", "H", "H", "H", "H", "H", "H", "H"], "positions_angstrom": [[-1.31, 0.73, 0.27], [-1.97, 0.20, -0.98], [-1.21, -1.14, -1.18], [0.26, -0.94, -0.66], [-0.09, -0.02, 0.66], [1.11, 0.83, 1.04], [2.54, 0.48, 0.90], [-0.98, 1.67, 0.28], [-3.02, 0.05, -0.72], [-1.86, 0.87, -1.87], [-1.17, -1.33, -2.26], [-1.50, -2.04, -0.61], [0.71, -1.99, -0.46], [0.94, -0.25, -1.32], [-0.25, -0.76, 1.45], [0.97, 1.94, 0.63], [0.97, 0.98, 2.19], [2.84, -0.45, 1.14], [3.01, 1.15, 1.52]], "nbo_charge": [-0.637, -0.223, -0.433, -0.415, -0.062, -0.215, -0.847, 0.360, 0.201, 0.189, 0.212, 0.210, 0.212, 0.210, 0.173, 0.175, 0.162, 0.364, 0.362]}

Entry 3:
{"formula": "C4H15N3O", "method": "wB97M-V/def2-TZVPD", "homo_ev": [0.711, -5.259], "total_charge": -1, "lumo_ev": [3.51, 3.45], "s_squared": 0.7505, "multiplicity": 2, "elements": ["C", "N", "C", "C", "N", "C", "N", "H", "H", "H", "H", "H", "H", "H", "H", "H", "H", "H", "H", "H", "H", "H", "O"], "positions_angstrom": [[-1.67, -0.80, 0.24], [-0.45, -0.14, 0.44], [0.00, 0.34, 1.81], [0.74, 1.75, 1.85], [2.02, 1.92, 0.94], [-2.07, -0.57, -1.21], [-1.26, -1.19, -2.30], [-2.36, -0.30, 0.95], [-1.77, -1.85, 0.46], [0.44, -0.40, -0.04], [0.83, -0.50, 2.10], [-0.73, 0.56, 2.52], [0.06, 2.52, 1.38], [0.91, 2.10, 2.82], [1.65, 1.71, 0.01], [2.82, 1.50, 1.36], [-2.33, 0.51, -1.44], [-3.21, -0.94, -1.45], [-0.55, -1.78, -1.94], [-0.58, -0.60, -2.60], [2.29, -0.94, -2.70], [3.05, -1.56, -1.41], [2.17, -1.32, -1.78]], "nbo_charge": [-0.230, -0.692, -0.235, -0.230, -0.911, -0.211, -0.861, 0.181, 0.154, 0.405, 0.164, 0.183, 0.176, 0.177, 0.378, 0.358, 0.187, 0.149, 0.365, 0.347, 0.320, 0.326, -1.500]}

Entry 4:
{"formula": "C3H5NO", "method": "wB97M-V/def2-TZVPD", "homo_ev": -9.324, "total_charge": 0, "lumo_ev": 0.96, "smiles": "O=C1CNC1", "multiplicity": 1, "elements": ["O", "C", "C", "N", "C", "H", "H", "H", "H", "H"], "positions_angstrom": [[2.13, -0.72, 0.62], [1.17, -0.29, 0.05], [0.17, 1.05, 0.28], [-0.94, 0.16, 0.21], [-0.40, -0.87, -0.62], [0.12, 1.69, 1.18], [0.25, 1.67, -0.63], [-1.18, -0.20, 1.12], [-0.98, -1.81, -0.49], [-0.38, -0.60, -1.68]], "nbo_charge": [-0.512, 0.581, -0.329, -0.596, -0.321, 0.214, 0.197, 0.364, 0.212, 0.190]}

Entry 5:
{"formula": "C9H15N3O", "method": "wB97M-V/def2-TZVPD", "homo_ev": -17.575, "total_charge": 2, "lumo_ev": -8.54, "multiplicity": 1, "elements": ["C", "C", "C", "C", "C", "C", "C", "C", "C", "N", "N", "N", "O", "H", "H", "H", "H", "H", "H", "H", "H", "H", "H", "H", "H", "H", "H", "H"], "positions_angstrom": [[-1.68, 0.56, 0.01], [-0.33, 0.58, -0.22], [-2.13, -0.90, -0.03], [-2.65, 1.63, 0.22], [2.34, -0.59, 0.51], [1.20, -1.63, 0.70], [1.85, 0.75, 0.95], [0.19, -1.47, -0.39], [1.48, 1.72, -1.30], [-1.15, -1.78, -0.29], [-3.39, -1.30, -0.10], [0.84, 1.45, 0.01], [-3.85, 1.43, 0.17], [-2.20, 2.64, 0.47], [3.19, -0.85, 1.12], [2.49, -0.74, -0.53], [1.82, -2.49, 0.44], [0.76, -1.75, 1.70], [1.31, 0.53, 1.87], [2.62, 1.46, 1.02], [0.60, -1.43, -1.34], [1.70, 2.82, -1.38], [2.54, 1.52, -1.40], [0.94, 1.39, -2.21], [-1.31, -2.77, -0.64], [-4.23, -0.79, -0.02], [-3.44, -2.30, 0.16], [0.49, 2.31, 0.49]], "nbo_charge": [-0.263, 0.268, 0.580, 0.391, -0.414, -0.483, -0.183, 0.166, -0.490, -0.584, -0.669, -0.425, -0.435, 0.157, 0.285, 0.228, 0.272, 0.250, 0.236, 0.248, 0.221, 0.277, 0.272, 0.269, 0.463, 0.478, 0.427, 0.457]}

Entry 6:
{"formula": "C6H14O3Yb", "method": "wB97M-V/def2-TZVPD", "homo_ev": [-10.236, -12.135], "total_charge": 1, "lumo_ev": [-3.39, -4.74], "s_squared": 0.7505, "multiplicity": 2, "elements": ["C", "O", "C", "C", "O", "C", "C", "O", "C", "Yb", "H", "H", "H", "H", "H", "H", "H", "H", "H", "H", "H", "H", "H", "H"], "positions_angstrom": [[1.49, 0.43, 3.83], [0.90, 0.83, 2.61], [1.85, 1.20, 1.64], [1.13, 1.53, 0.35], [0.71, 0.33, -0.26], [-0.43, 0.45, -1.05], [-0.60, -0.88, -1.75], [-1.96, -1.08, -2.12], [-2.17, -2.24, -2.89], [-4.31, -0.24, -1.16], [0.67, 0.22, 4.53], [2.08, -0.49, 3.68], [2.13, 1.22, 4.25], [2.57, 0.38, 1.47], [2.41, 2.10, 1.97], [1.80, 2.06, -0.35], [0.31, 2.24, 0.56], [-0.49, 1.24, -1.82], [-1.15, 0.94, -0.37], [-0.25, -1.74, -1.16], [0.02, -0.89, -2.66], [-1.67, -2.12, -3.87], [-1.78, -3.14, -2.39], [-3.25, -2.35, -3.04]], "nbo_charge": [-0.249, -0.545, -0.083, -0.085, -0.523, -0.093, -0.081, -0.642, -0.259, 0.987, 0.198, 0.170, 0.172, 0.181, 0.178, 0.186, 0.177, 0.172, 0.160, 0.200, 0.195, 0.207, 0.202, 0.174]}

Computed values of total energy (unit: eV) for the preceding records, in sequence: -28909.6464; -8358.0851; -10905.6206; -6727.2370; -16073.5928; -44111.0941.
Computed values of relative energy (zero: lowest compared OMol25 entry of this formula, charge and spin) (unit: eV) for the preceding records, in sequence: 3.2321; 2.0511; 2.2344; 2.3357; 3.0533; 2.5145.